DFT (wB97M-V/def2-TZVPD) results for a structure of composition C34H57F3N2O2RhSi in a non-equilibrium geometry.

Structure (XYZ):
```
100
Properties=species:S:1:pos:R:3:forces:R:3
O -1.7505 0.9859 -3.1063 -1.6 -0.7 0.9
O 0.3470 1.3690 -3.7131 1.8 -0.4 -0.5
C -2.7037 -0.0474 -3.4947 -0.1 0.2 -0.5
C -3.3528 -0.7381 -2.3216 0.1 0.1 0.0
H -2.1504 -0.7652 -4.1148 0.1 0.3 0.2
H -3.4572 0.4148 -4.1340 -0.1 0.1 -0.1
H -2.5811 -1.0870 -1.6320 -0.2 -0.2 0.0
H -3.9402 -1.5831 -2.7186 0.2 0.3 0.4
H -4.0024 -0.0507 -1.7700 -0.1 -0.4 -0.1
C -2.2318 2.0569 -2.2440 0.1 -0.6 -0.2
C -2.4381 3.2173 -3.1710 -0.5 0.7 0.1
H -1.4472 2.2014 -1.4775 -0.5 0.0 -0.4
H -3.1421 1.7200 -1.7407 0.2 0.3 -0.1
H -1.4965 3.5297 -3.6647 -0.5 -0.3 0.0
H -2.7742 4.0751 -2.5919 -0.1 0.2 0.0
H -3.2454 2.9719 -3.8954 0.7 0.2 0.2
C 1.4174 2.2027 -3.1971 0.2 -0.1 -0.2
C 0.5730 0.5811 -4.9434 -0.4 0.0 0.2
C 1.1773 2.6663 -1.7850 0.7 -0.2 0.2
H 1.5606 3.0206 -3.9006 0.1 0.2 0.0
H 2.2820 1.5402 -3.2239 0.1 0.2 0.0
H 0.3481 3.3489 -1.6616 -0.2 0.2 -0.1
H 2.0952 3.2203 -1.5249 -0.3 -0.2 0.1
H 1.0883 1.8281 -1.0752 0.0 0.2 -0.3
C -0.1746 1.3515 -6.0098 0.0 0.0 -0.4
H 0.1602 -0.4253 -4.7327 0.3 0.6 -0.1
H 1.6495 0.5024 -5.0849 -0.1 0.1 0.0
H -1.2489 1.3331 -5.7759 0.2 0.0 -0.2
H -0.0294 0.9708 -7.0319 0.0 0.0 0.4
H 0.1563 2.3971 -5.9700 -0.1 -0.2 -0.2
H -0.7029 1.5168 -3.6431 0.0 -0.8 0.6
N -1.2538 -0.5650 2.7275 -0.6 0.1 -1.7
C -0.9698 -0.3830 4.0220 -0.9 0.2 1.4
C 0.3432 -0.4998 4.5314 -0.3 0.3 0.3
C 1.5653 -0.2381 3.8922 2.0 0.1 0.8
C -2.1364 -0.1344 4.9487 0.3 -0.2 0.4
H -2.8113 -1.0033 4.9661 0.1 0.3 0.1
H -2.7208 0.7423 4.6285 0.2 -0.2 0.1
H -1.7632 0.0414 5.9634 -0.2 0.0 -0.1
C 2.8114 0.1456 4.6710 -0.4 -0.4 0.7
H 3.2342 1.1091 4.3559 -0.2 -0.2 0.0
H 3.6081 -0.6029 4.5530 -0.1 0.2 0.0
H 2.5663 0.2130 5.7372 0.2 0.1 -0.2
N 1.7219 -0.4093 2.5807 -0.3 0.1 -2.1
C -2.4414 -0.0603 2.0994 -0.6 0.1 0.2
C -3.6699 -0.7696 2.1222 0.4 0.7 -0.1
C -3.8805 -2.0160 2.8944 0.0 -0.6 0.2
C -4.7842 -0.2247 1.4903 0.3 0.7 -0.5
H -5.7143 -0.7788 1.4896 0.0 0.0 0.0
C -4.7337 1.0317 0.8846 0.3 0.2 0.3
H -5.6267 1.4442 0.4099 0.3 -0.1 0.2
C -3.5519 1.7874 0.9573 -0.5 -1.0 -0.2
H -3.5427 2.8034 0.5796 0.1 0.0 0.0
C -2.3969 1.2297 1.5106 -0.6 -0.4 0.4
C -1.1718 2.0611 1.6208 0.3 0.5 0.0
C 2.9445 -0.1018 1.8785 0.5 0.2 0.3
C 3.9251 -1.1017 1.6912 -0.3 0.5 -0.4
C 3.8901 -2.3870 2.4428 -0.1 -0.5 0.2
C 4.9865 -0.8734 0.8092 -0.1 0.6 -0.1
H 5.7057 -1.6734 0.6445 -0.1 0.1 0.0
C 5.1394 0.3578 0.1647 -0.2 -0.1 0.3
H 5.9642 0.5080 -0.5317 -0.2 0.0 0.2
C 4.2620 1.4061 0.4742 0.3 -0.6 0.2
H 4.4198 2.3949 0.0387 0.0 -0.2 0.2
C 3.2119 1.2079 1.3764 -0.3 -1.0 -0.2
C 2.3696 2.3645 1.7875 -0.3 0.7 -0.1
Rh 0.2010 -1.8051 1.8737 0.1 -1.6 4.6
H -4.4228 -2.7519 2.3034 0.1 -0.1 -0.1
H -4.5005 -1.8109 3.7700 0.0 0.0 0.0
H -2.9529 -2.4641 3.2225 0.1 -0.1 0.1
H -0.3214 1.4607 1.9064 0.3 -0.1 0.1
H -1.3027 2.8411 2.3795 0.1 -0.1 0.0
H -0.9384 2.5821 0.6859 0.0 -0.1 0.0
H 4.3549 -3.1836 1.8625 0.0 0.0 0.1
H 2.8774 -2.7075 2.6988 0.1 0.1 0.0
H 4.4557 -2.3000 3.3757 -0.1 0.0 0.0
H 2.0890 2.3307 2.8402 0.0 -0.1 0.0
H 1.4480 2.4412 1.2080 -0.1 -0.1 0.0
H 2.9075 3.3040 1.6240 0.0 -0.1 0.0
H 0.4205 -0.7171 5.5981 -0.1 0.5 -0.1
C 0.3747 -1.0944 0.2345 0.6 2.8 -4.2
Si 1.2635 -2.1372 -1.0826 -0.3 0.0 0.6
H 0.8177 -0.0774 0.4101 -0.2 -0.7 -0.5
H -0.6080 -0.9471 -0.2205 -0.5 -0.1 0.1
C 0.0143 -2.7232 -2.3623 0.3 -0.2 0.3
C 2.2068 -3.4598 -0.1454 0.0 0.0 -0.1
C 2.4701 -1.0582 -2.0030 0.4 0.0 -0.3
H 3.4329 -1.6125 -1.9731 -0.4 0.6 -0.3
H 2.6074 -0.0523 -1.5674 0.1 -0.5 -0.1
H 2.1042 -0.9720 -3.0444 0.4 0.0 0.3
H -0.7791 -3.3518 -1.9318 0.2 0.2 -0.2
H 0.6472 -3.3198 -3.0420 -0.5 0.1 -0.1
H -0.4240 -1.8658 -2.9063 0.2 -0.4 0.2
H 1.7794 -3.5909 0.8695 0.4 -0.1 -0.7
H 3.2434 -3.0962 -0.0613 -0.3 -0.3 0.0
H 2.1813 -4.4203 -0.6762 0.1 0.1 0.2
F -1.5378 -4.0874 2.4496 0.1 0.3 -0.3
C -1.0393 -3.3900 1.3922 0.0 0.5 -1.0
F -0.4179 -4.3418 0.6104 -0.5 0.1 0.2
F -2.1376 -2.9721 0.6395 0.4 -0.6 0.4
```
Forces are in eV/Å.

Calculated values
molar mass = 713.83 Da
⟨S²⟩ = 6.0178
F_max = 5.08 eV/A
spin multiplicity = 5
orbital gap (spin up / spin down) = 5.07 / 6.79 eV
charge = +1
E_HOMO (spin up / spin down) = -7.0 / -10.7 eV
ΔE to the lowest compared entry with this formula, charge and spin = 59.9 kcal/mol